1.
Entry from OMol25: a 6-piece molecular cluster, C39H96BrIN2O23P7 overall (ωB97M-V with the def2-TZVPD basis set).

Cartesian coordinates (Å):
I 3.206 -2.018 3.784
Br 1.168 2.032 7.001
P 5.615 -4.501 8.851
P 2.534 0.753 5.795
P 0.668 -1.299 -6.159
P -6.073 3.918 -6.398
P 10.356 -0.353 8.084
P -2.280 -0.408 3.357
P -5.261 4.768 0.101
O 0.313 0.222 -5.849
O 11.379 -0.203 9.113
O 7.015 -4.759 9.172
O 0.767 -1.417 -7.731
O 9.397 0.884 7.816
O 4.517 -4.992 9.872
O 2.215 -1.459 -5.822
O -6.133 5.278 -5.586
O -6.135 3.704 0.590
O 5.175 -2.980 8.748
O -5.684 6.177 0.705
O -5.129 4.973 -1.458
O 11.014 -0.699 6.674
O -6.609 4.248 -7.856
O 9.234 -1.445 8.321
O 5.223 -5.145 7.441
O 2.610 -0.583 6.774
O 2.381 -2.932 -0.512
O -0.247 -2.195 -5.456
O -7.240 3.146 -5.659
O -3.710 4.611 0.421
O -1.862 0.731 4.498
O -4.769 3.259 -6.426
N 1.322 -1.407 4.507
N -2.745 -1.724 4.396
C -2.947 1.973 -3.633
C -5.158 -5.008 -5.285
C -2.353 -0.338 -4.715
C 0.133 2.039 0.454
C 2.610 -4.181 0.101
C -0.540 1.033 1.401
C -7.450 1.772 -6.028
C 3.509 -2.088 -0.603
C 0.978 1.275 -6.558
C -1.403 1.881 -1.558
C 2.531 -1.529 -4.428
C 10.212 -0.738 5.494
C 1.146 0.789 3.298
C 0.149 -2.016 3.752
C 9.677 -2.773 8.680
C -1.870 2.683 -2.789
C 3.931 -4.867 6.905
C -7.776 5.062 -8.031
C -5.054 7.377 0.241
C -6.323 5.136 -2.247
C 10.025 2.163 7.628
C -5.164 6.284 -5.924
C -5.157 -4.222 -6.617
C -3.362 4.289 1.772
C -0.462 -1.394 -8.478
C 6.031 -2.114 7.977
C -2.419 1.203 -4.864
C -2.825 -1.138 -5.954
C 4.628 -6.342 10.364
C -3.751 -2.309 -5.607
C 1.271 -0.691 1.153
C 2.627 -0.093 0.782
C 3.079 -0.626 -0.586
C 1.194 0.068 4.645
C 0.367 0.040 2.182
C -6.020 -4.387 -4.164
C -0.573 -1.045 2.806
C -0.911 2.767 -0.403
C -3.952 -3.280 -6.781
H 3.200 -4.703 7.698
H 0.711 2.771 1.039
H -3.509 1.294 -2.977
H -0.875 -1.663 1.944
H 3.626 -5.721 6.304
H -0.455 3.673 -0.824
H -2.966 -0.638 -3.853
H 10.395 -3.145 7.947
H -5.141 -4.942 -7.444
H 5.499 -6.428 11.010
H -8.442 4.993 -7.171
H -5.004 8.062 1.085
H 0.374 1.574 -7.414
H 3.321 -4.092 0.938
H 10.081 2.681 8.583
H -4.084 -2.691 -7.699
H -7.476 6.099 -8.180
H 8.797 -3.409 8.688
H 1.652 -4.550 0.482
H -1.757 3.081 0.224
H 4.209 -2.266 0.233
H -3.824 4.988 2.471
H 1.966 0.964 -6.898
H -3.070 1.447 -5.711
H -0.245 -0.919 -9.431
H -4.852 6.202 -6.966
H -3.336 -0.459 -6.650
H 11.031 2.057 7.219
H -3.681 3.275 2.010
H 0.669 -0.723 0.232
H -1.325 -0.643 -4.480
H -6.061 5.782 -3.079
H 2.153 1.071 2.972
H -4.048 7.182 -0.131
H 10.132 -2.761 9.668
H 2.399 -0.419 7.703
H -7.134 5.586 -1.673
H 3.614 -1.493 -4.332
H -6.495 -5.157 -3.548
H -6.611 1.166 -5.688
H -4.123 -5.087 -4.927
H 9.405 2.725 6.933
H -6.636 4.166 -2.627
H -0.580 1.206 -1.850
H -6.809 -3.748 -4.577
H -1.249 0.432 0.811
H -5.656 7.821 -0.551
H -0.541 -2.394 4.516
H -0.998 2.859 -3.435
H 3.007 -4.918 -0.611
H -3.670 2.720 -3.982
H 5.393 -1.360 7.519
H -3.619 -2.116 4.055
H -2.048 0.499 5.414
H -1.235 -0.831 -7.953
H 2.557 0.995 0.701
H 2.146 -2.454 -4.000
H -5.635 7.250 -5.759
H -8.289 4.700 -8.918
H -1.956 -1.540 -6.501
H 3.937 -0.039 -0.937
H -3.044 -3.886 -6.911
H -6.081 -3.636 -6.706
H 0.812 1.536 -0.242
H 0.619 1.729 3.512
H 2.091 -0.679 -3.902
H 6.762 -1.641 8.629
H -1.421 1.579 -5.132
H 1.337 -1.786 5.456
H -7.559 1.677 -7.109
H -5.421 -3.758 -3.493
H -8.366 1.459 -5.537
H 10.631 -1.503 4.844
H -2.223 1.227 -1.230
H 2.249 -0.484 -1.292
H 1.406 -1.748 1.422
H 4.057 -2.296 -1.537
H -0.804 -2.414 -8.635
H -2.930 -1.443 5.355
H 6.557 -2.669 7.198
H 3.720 -6.538 10.926
H -1.133 1.628 2.112
H 9.175 -0.983 5.726
H 1.074 2.114 -5.873
H 0.239 0.226 5.153
H 4.711 -7.047 9.537
H -4.292 6.175 -5.281
H 0.545 -2.883 3.214
H -2.223 3.669 -2.461
H -4.731 -1.929 -5.280
H 3.989 -3.969 6.286
H -5.501 -6.031 -5.474
H 3.401 -0.299 1.535
H 10.253 0.228 4.990
H -2.279 4.371 1.840
H -3.317 -2.849 -4.752

Output
- charge = +1
- HOMO energy (eV) = -11.16
- orbital gap (eV) = 6.23

2.
Entry from OMol25: C28H38BBeBrCaClCsF12N3O11S as an isolated structure in a non-equilibrium geometry (ωB97M-V with the def2-TZVPD basis set).

Cartesian coordinates (Å):
Cs 0.239 -4.372 -0.849
Br -8.535 -3.832 2.316
Ca 4.825 1.240 -3.846
Cl -0.488 -4.248 2.273
S 3.625 2.023 0.443
F 5.642 0.073 1.763
F 2.991 2.073 3.138
F -2.462 0.311 -2.431
F -5.067 1.702 2.244
F 4.221 0.031 3.618
F 6.800 0.132 4.226
F -1.815 1.340 -0.433
F 5.797 2.031 4.831
F -0.207 0.802 -2.056
F 4.799 3.230 2.469
F -1.736 2.522 -2.449
F 7.264 1.952 3.022
O 3.586 -3.375 -0.316
O -2.075 -2.832 0.646
O -4.558 0.973 0.595
O 7.437 0.183 -4.209
O -10.104 1.075 1.099
O 4.741 1.752 -0.540
O -10.202 0.147 2.923
O 3.149 3.432 0.151
O -8.144 1.969 -1.476
O -11.285 2.042 2.682
O -8.312 -2.881 0.694
N -0.692 -0.252 1.879
N 1.538 -1.151 2.103
N 1.003 1.104 0.937
C -1.392 -2.731 1.706
C -1.272 -1.437 2.613
C 2.546 -3.068 0.650
C 7.475 2.542 -3.971
C 7.912 1.384 -4.845
C -9.441 2.537 -1.707
C 5.035 0.837 2.763
C -7.785 -0.561 0.733
C 2.585 -1.504 1.091
C -7.164 2.757 -2.171
C 6.996 0.507 -2.886
C -10.571 1.139 2.260
C -5.064 -1.323 0.555
C 2.164 0.928 0.031
C -9.217 3.899 -2.336
C -7.925 3.686 -3.096
C 2.579 -0.605 -0.224
C 0.622 -0.094 1.651
C -7.417 -1.961 0.670
C 5.498 -4.942 0.366
C 4.096 2.020 2.249
C -6.002 -2.288 0.580
C 4.901 -3.437 0.282
C -5.428 0.086 0.618
C 6.240 1.331 3.723
C 7.476 1.918 -2.595
C 5.153 -5.515 1.833
C -6.848 0.409 0.709
B -1.560 1.248 -1.847
Be 6.338 -0.148 -0.746
H 4.120 -5.982 1.884
H 6.636 -4.799 0.331
H 7.389 -0.224 -2.179
H -1.392 0.464 1.584
H 3.533 -0.699 -0.858
H 6.846 2.444 -1.872
H 6.454 2.850 -4.240
H 4.972 -3.021 1.334
H -0.686 -1.581 3.577
H 9.003 1.322 -4.904
H 1.938 -0.841 2.999
H -9.983 1.870 -2.386
H 5.634 -2.827 -0.352
H 1.813 1.304 -1.003
H -5.749 -3.341 0.533
H -8.842 -0.341 0.799
H 1.745 -1.022 -0.901
H -9.068 4.652 -1.556
H -6.595 3.319 -1.423
H 1.071 1.934 1.539
H -9.990 2.595 -0.764
H -6.478 2.099 -2.708
H -8.133 3.180 -4.045
H 5.184 -4.706 2.642
H -4.007 -1.541 0.490
H -7.102 1.459 0.756
H 8.496 1.889 -2.201
H -2.335 -1.159 2.941
H 1.520 -3.260 0.134
H 5.905 0.447 -2.872
H 5.976 -6.256 2.127
H 3.595 -1.367 1.592
H 2.698 -3.741 1.570
H 8.126 3.410 -4.059
H 7.512 1.447 -5.859
H 5.124 -5.606 -0.474
H -10.049 4.219 -2.965
H -7.385 4.608 -3.312

Output
- charge = +1
- HOMO energy (eV) = -6.91
- orbital gap (eV) = 0.90

Electronic energy / a.u.: -8645.0650 -7448.8550